Entry 1:
{
  "formula": "C45H56BCrGeIN2O6PSSi3",
  "method": "ωB97M-V/def2-TZVPD",
  "symbols": ["Cr", "I", "O", "N", "O", "O", "O", "B", "O", "C", "C", "C", "C", "C", "C", "H", "H", "H", "H", "O", "S", "C", "C", "C", "C", "C", "C", "C", "C", "C", "C", "C", "C", "H", "H", "H", "H", "H", "H", "H", "H", "H", "H", "N", "P", "C", "C", "C", "C", "C", "C", "C", "C", "C", "C", "C", "C", "C", "C", "C", "C", "C", "C", "H", "H", "H", "H", "H", "H", "H", "H", "H", "H", "H", "H", "H", "H", "H", "C", "Si", "C", "C", "Ge", "Si", "C", "C", "C", "Si", "C", "C", "C", "H", "H", "H", "H", "H", "H", "H", "H", "H", "H", "H", "H", "H", "H", "H", "H", "H", "H", "H", "H", "H", "H", "H", "H", "H", "H", "H"],
  "coordinates": [[0.21171, -0.39713, 0.04193], [1.42408, 3.41292, -0.37440], [-1.31612, -3.60783, -2.26880], [-2.30016, -4.00444, 0.04281], [-2.86480, -4.80931, -0.77474], [-1.35743, 1.57071, -0.00113], [-0.32465, -0.59629, 3.34518], [0.46396, -0.10797, 2.24706], [1.28679, 0.91759, 2.85146], [0.86949, 1.13846, 4.13478], [1.26379, 2.06359, 5.07768], [0.74387, 1.94708, 6.39258], [-0.11477, 0.87975, 6.75692], [-0.49587, -0.05006, 5.73701], [-0.04246, 0.13507, 4.46306], [1.78656, 2.97000, 4.80511], [0.89529, 2.73035, 7.13288], [-0.48240, 0.82814, 7.76389], [-1.24421, -0.83915, 5.92574], [2.08701, -0.28084, -0.31048], [3.36267, -0.43107, 0.66172], [4.39547, 0.98060, 0.36352], [5.42236, 1.33226, 1.27334], [6.46403, 2.09046, 0.73815], [6.48522, 2.57844, -0.59739], [5.33564, 2.38639, -1.36402], [4.29183, 1.54711, -0.91177], [4.38765, -1.54861, -0.19692], [5.44413, -2.13609, 0.51014], [6.21999, -3.10975, -0.17701], [5.95272, -3.38728, -1.52985], [4.87704, -2.78963, -2.18406], [4.03937, -1.88138, -1.48836], [5.41596, 0.90456, 2.28717], [7.30085, 2.21483, 1.40381], [7.28638, 3.16046, -1.00317], [5.13073, 2.88228, -2.30925], [3.50225, 1.24107, -1.58448], [5.55750, -1.88830, 1.54116], [7.07278, -3.50707, 0.37100], [6.56070, -4.09839, -2.08886], [4.62050, -3.04813, -3.19575], [3.14255, -1.51078, -1.94929], [-0.58647, -2.01432, -0.18831], [-0.82990, -3.47089, -0.72399], [-0.97229, -3.49207, -3.56512], [-0.23578, -2.40403, -4.10674], [-0.62066, -2.01091, -5.36170], [-1.45695, -2.84963, -6.18236], [-1.85600, -4.12579, -5.77355], [-1.62361, -4.46249, -4.41070], [0.45813, -4.74372, -0.46850], [0.44809, -5.70877, 0.53801], [1.63522, -6.15147, 1.12423], [2.80891, -5.88759, 0.50104], [2.84055, -5.11681, -0.65426], [1.64578, -4.63547, -1.24848], [-2.80685, -3.80900, 1.29849], [-3.84844, -4.67501, 1.70704], [-4.21211, -4.64806, 3.04876], [-3.51913, -3.72070, 3.85237], [-2.40790, -2.95874, 3.47730], [-2.22766, -2.81447, 2.12855], [0.39316, -1.80992, -3.49092], [-0.35491, -1.05146, -5.74026], [-1.62519, -2.53933, -7.19012], [-2.30718, -4.83546, -6.42816], [-1.99128, -5.31151, -3.81415], [-0.49577, -6.18986, 0.90626], [1.53857, -6.65835, 2.10198], [3.72639, -6.29435, 0.88501], [3.80308, -4.96207, -1.17177], [1.71836, -4.12800, -2.21673], [-4.19962, -5.37681, 0.93865], [-4.98798, -5.26710, 3.54094], [-3.89977, -3.56117, 4.88797], [-1.79240, -2.50811, 4.24630], [-1.73725, -1.93892, 1.73151], [-4.00002, 2.25974, -0.59815], [-2.85825, 1.01334, 0.06125], [-3.17879, 1.09613, 1.86971], [-3.54719, -0.27448, -1.19415], [-1.12545, 3.37929, -0.68346], [-1.58519, 4.97515, 1.17758], [-3.44097, 5.20153, 1.76045], [-0.69243, 4.46048, 2.74487], [-0.94460, 6.56059, 0.39698], [-1.58013, 4.21160, -3.07382], [0.04788, 4.99738, -3.69533], [-2.24322, 2.87773, -4.31478], [-2.89307, 5.58736, -2.86259], [-4.20321, 2.42093, -1.67457], [-3.93473, 3.32689, -0.27128], [-5.07208, 1.96761, -0.34796], [-2.32971, 1.09411, 2.56674], [-3.95549, 0.43094, 2.30507], [-3.66399, 2.07046, 2.05929], [-4.53561, -0.46698, -0.76371], [-3.12006, -1.30194, -1.10421], [-3.50484, -0.02573, -2.28031], [-3.92499, 4.31699, 2.15700], [-3.99886, 5.64810, 0.93868], [-3.34602, 5.93801, 2.58585], [-1.09729, 3.52592, 3.11805], [-0.90660, 5.08516, 3.61314], [0.39500, 4.34359, 2.62600], [-1.68624, 7.39260, 0.55592], [-0.74832, 6.48491, -0.66402], [-0.00285, 6.76636, 0.91518], [0.94691, 4.36667, -3.52048], [0.20102, 5.96575, -3.13242], [-0.08969, 5.17186, -4.74753], [-3.21706, 2.51734, -3.99755], [-1.48839, 2.05485, -4.46388], [-2.38631, 3.26147, -5.33443], [-2.76917, 6.00058, -1.84867], [-3.91405, 5.17079, -2.96167], [-2.78507, 6.37663, -3.65384]],
  "lowdin_charge": [0.480, 0.566, -0.154, -0.357, -0.303, -0.560, 0.070, -0.387, 0.058, -0.228, -0.017, -0.114, -0.095, -0.005, -0.239, 0.104, 0.081, 0.074, 0.113, -0.670, 1.052, -0.446, -0.121, -0.137, -0.148, -0.130, -0.207, -0.413, -0.072, -0.089, -0.141, -0.104, -0.079, 0.101, 0.072, 0.060, 0.085, 0.068, 0.089, 0.088, 0.087, 0.093, 0.095, -0.316, 0.703, -0.279, -0.020, -0.098, -0.122, -0.099, 0.011, -0.229, -0.077, -0.116, -0.131, -0.088, -0.056, -0.246, -0.065, -0.143, -0.183, -0.116, -0.047, 0.093, 0.081, 0.067, 0.077, 0.121, 0.127, 0.107, 0.089, 0.084, 0.100, 0.081, 0.083, 0.073, 0.076, 0.053, -0.253, 0.208, -0.118, -0.149, 0.423, 0.392, -0.214, -0.227, -0.249, 0.458, -0.250, -0.217, -0.232, 0.023, 0.002, 0.071, 0.036, 0.053, 0.015, 0.028, 0.015, 0.041, 0.002, 0.007, 0.025, 0.025, 0.030, 0.013, 0.044, -0.015, 0.027, 0.007, 0.038, 0.004, 0.002, 0.041, 0.017, -0.003, 0.027, 0.037],
  "energy_ha": -7361.21346,
  "max_force_ev_per_a": 5.0,
  "spin_multiplicity": 6,
  "charge": -2,
  "e_homo_ha": [0.022, 0.003]
}

=====

Entry 2:
{
  "formula": "C45H57BClIN7O3S2Ti",
  "method": "ωB97M-V/def2-TZVPD",
  "symbols": ["Ti", "N", "C", "N", "C", "C", "S", "C", "C", "S", "C", "N", "N", "H", "H", "H", "H", "H", "H", "I", "C", "H", "H", "C", "C", "C", "N", "H", "H", "H", "H", "H", "C", "C", "C", "C", "Cl", "C", "C", "C", "O", "C", "C", "O", "O", "H", "H", "H", "H", "H", "H", "H", "H", "C", "C", "C", "C", "C", "C", "C", "C", "C", "C", "C", "C", "N", "B", "N", "C", "C", "C", "C", "C", "C", "C", "C", "C", "C", "C", "C", "C", "C", "H", "H", "H", "H", "H", "H", "H", "H", "H", "H", "H", "H", "H", "H", "H", "H", "H", "H", "H", "H", "H", "H", "H", "H", "H", "H", "H", "H", "H", "H", "H", "H", "H", "H", "H", "H"],
  "coordinates": [[-2.82442, -1.27244, -1.66500], [-4.52526, 1.92960, -1.33838], [-3.39141, 1.86300, -2.00459], [-2.92347, 0.65183, -2.41407], [-1.85534, 0.82533, -3.33730], [-1.44687, 2.15015, -3.35992], [-2.47353, 3.26044, -2.47407], [-1.17504, -0.35017, -3.83301], [-0.02097, -0.50230, -4.60929], [0.24988, -2.17782, -4.99480], [-1.37870, -2.61021, -4.31357], [-1.93033, -1.57707, -3.67609], [-2.01088, -3.72461, -4.66530], [-4.97443, 1.10492, -0.97703], [-5.01802, 2.78956, -1.20468], [-0.67709, 2.59560, -3.94925], [0.56492, 0.25610, -5.05566], [-1.59617, -4.48495, -5.19464], [-3.04564, -3.69525, -4.55723], [-1.81403, -3.56638, -0.75738], [-1.11772, -1.50508, -0.69211], [-0.03021, -1.39988, -0.80344], [-1.31934, -1.09094, 0.34218], [-5.03192, -2.60497, 2.71436], [-4.84945, -1.11621, 2.53109], [-4.21551, -0.85363, 1.23933], [-3.69577, -0.78858, 0.18761], [-5.75190, -2.78463, 3.50603], [-4.06432, -3.11726, 3.02278], [-5.49716, -3.09148, 1.83127], [-4.29546, -0.66874, 3.37071], [-5.82582, -0.55650, 2.58371], [-8.46783, 1.50275, -3.79356], [-8.01388, 0.93593, -2.41251], [-7.96573, 1.75898, -1.27173], [-7.73710, 1.22525, 0.02828], [-7.17122, 2.29446, 1.24900], [-7.82331, -0.17808, 0.21240], [-7.91887, -0.98732, -0.89130], [-7.82658, -0.45868, -2.17489], [-7.47083, -1.35039, -3.15278], [-6.16459, -1.21759, -3.81589], [-5.12254, -2.27645, -3.27330], [-4.90999, -3.29505, -3.98567], [-4.42238, -2.06614, -2.21393], [-9.44794, 1.97570, -3.66699], [-8.60813, 0.61861, -4.47773], [-7.83054, 2.25517, -4.24758], [-8.07546, 2.83913, -1.41908], [-7.61861, -0.66795, 1.13710], [-7.87031, -2.02104, -0.77495], [-5.75621, -0.22739, -3.56436], [-6.22487, -1.38210, -4.91220], [3.89381, -1.53299, -3.13508], [5.06553, -0.84373, -2.38824], [5.45610, -1.74068, -1.25635], [4.78798, 0.62967, -2.08220], [4.77101, 1.49326, -3.17540], [4.66507, 2.89665, -3.01299], [4.21596, 3.36275, -1.76989], [4.09961, 2.55248, -0.67250], [3.26486, 3.09744, 0.48135], [1.86499, 3.50060, 0.03799], [3.99092, 4.34571, 1.14190], [4.46185, 1.17257, -0.79606], [4.69064, 0.50741, 0.41901], [3.71314, -0.39366, 1.01031], [4.11369, -0.33984, 2.44602], [5.32965, 0.34973, 2.58621], [5.66090, 0.87244, 1.35355], [3.23029, -0.67674, 3.55205], [2.82172, -2.02081, 3.75898], [1.85944, -2.31946, 4.69012], [1.31615, -1.34545, 5.48607], [1.80534, -0.01798, 5.34757], [2.76961, 0.35701, 4.40633], [3.26519, 1.80099, 4.39009], [2.02131, 2.75588, 4.11851], [3.94782, 2.20874, 5.69732], [3.46228, -3.16779, 2.96400], [4.97210, -3.31989, 3.24882], [3.02909, -3.22485, 1.51919], [4.08709, -2.65382, -3.24082], [3.77307, -1.08317, -4.14571], [2.94599, -1.39278, -2.59185], [6.01743, -0.78439, -2.96496], [4.63260, -2.15656, -0.67924], [6.24473, -1.33603, -0.60401], [5.94472, -2.61423, -1.73363], [4.83519, 1.02140, -4.17180], [4.86041, 3.49605, -3.83659], [3.91786, 4.40558, -1.75834], [3.14791, 2.28473, 1.24729], [1.82901, 4.29101, -0.72936], [1.34059, 3.81636, 0.94593], [1.45952, 2.57320, -0.37441], [3.77899, 5.30486, 0.57593], [5.07749, 4.23846, 1.21954], [3.51731, 4.60880, 2.09523], [5.85846, 0.35179, 3.52455], [6.37841, 1.67268, 1.12608], [1.45871, -3.33654, 4.86441], [0.55165, -1.58713, 6.24790], [1.25388, 0.73038, 5.95211], [3.91533, 1.97814, 3.52915], [1.36570, 2.74426, 5.00875], [1.46431, 2.42570, 3.23498], [2.30582, 3.81217, 3.91462], [3.19426, 2.59000, 6.37309], [4.72813, 3.00288, 5.61251], [4.39159, 1.32750, 6.21664], [3.03172, -4.04965, 3.40062], [5.55997, -2.63318, 2.62998], [5.17224, -4.35969, 3.05878], [5.01870, -3.04820, 4.29695], [2.77765, -2.21657, 1.13414], [2.19341, -3.92624, 1.38051], [3.83240, -3.62245, 0.84373]],
  "lowdin_charge": [0.304, 0.120, -0.673, -0.034, -0.288, -0.338, 1.033, -0.291, -0.341, 0.982, -0.640, -0.019, 0.116, 0.078, 0.090, 0.058, 0.056, 0.111, 0.092, 0.810, -0.677, -0.027, -0.023, -0.105, -0.231, -0.108, 0.100, 0.064, 0.109, 0.090, 0.125, 0.104, -0.023, -0.175, -0.093, -0.687, 0.663, -0.093, 0.006, -0.242, -0.060, -0.027, -0.521, -0.023, -0.221, 0.075, 0.093, 0.069, 0.113, 0.087, 0.111, 0.119, 0.133, -0.071, -0.382, -0.116, -0.118, -0.056, -0.073, -0.072, -0.147, -0.354, -0.075, -0.063, -0.107, -0.045, -0.322, 0.013, -0.110, -0.094, -0.087, -0.133, -0.078, -0.101, -0.053, -0.134, -0.347, -0.067, -0.077, -0.382, -0.051, -0.113, 0.094, 0.061, 0.079, 0.135, 0.042, 0.087, 0.078, 0.107, 0.062, 0.103, 0.118, 0.073, 0.071, 0.084, 0.078, 0.068, 0.044, 0.104, 0.109, 0.116, 0.096, 0.105, 0.098, 0.061, 0.072, 0.065, 0.055, 0.082, 0.086, 0.098, 0.073, 0.064, 0.074, -0.022, 0.070, 0.079],
  "de_lowest_kcal_mol": 139.5,
  "energy_ha": -4786.45933,
  "max_force_ev_per_a": 4.4,
  "spin_multiplicity": 3,
  "charge": -1,
  "e_homo_ha": [-0.060, -0.060]
}